Density functional theory data (the ωB97M-V functional and the def2-TZVPD basis) for a molecular structure, C6H12N2 in a non-equilibrium geometry.

The calculation puts the calculated total energy at -9387.0637 eV. As for the gap between HOMO and LUMO: 9.5 eV. The HOMO energy comes out at -0.32397 Eh.

```
20
Properties=species:S:1:pos:R:3:forces:R:3:nbo_charge:R:1
C 0.7823 0.4014 -0.1829 1.4 3.4 -5.4 0.1366
H 2.6726 1.7169 -0.3030 -2.7 0.5 0.9 0.2301
C -1.3069 -0.6149 -0.2119 -2.1 -2.9 0.9 -0.1501
H -1.2910 -1.3131 -1.1140 0.1 0.1 2.0 0.2123
H 1.3912 0.3519 -2.1196 0.9 4.5 -3.6 0.3162
H 1.1839 2.7841 -0.6816 -0.4 -1.6 0.0 0.2375
N 1.4663 -0.3141 -1.4789 -5.9 -3.6 2.7 -0.7581
H -2.7201 -0.1917 1.4863 2.3 -3.6 -1.5 0.3556
H -1.2862 1.4343 -0.0143 0.6 0.5 -0.3 0.2347
H 1.1932 2.1055 1.0475 1.4 0.0 -2.5 0.2098
H 0.3028 -0.6817 -2.0166 4.5 0.1 2.0 0.2836
C -0.6538 -0.7859 1.1201 -2.7 5.0 0.8 -0.0529
H 1.5331 -0.6551 1.7863 -1.8 0.0 -2.7 0.2426
H -0.7425 0.7647 -1.7635 -0.2 0.7 2.8 0.1941
C -0.7242 0.6568 -0.5446 -0.3 1.7 -3.7 -0.4496
C 0.7799 -0.6798 0.8209 3.5 -4.8 2.3 -0.4545
N -2.1409 -1.1437 1.0110 -0.1 3.6 0.2 -0.5032
C 1.4902 1.8670 -0.1091 1.5 -1.5 3.4 -0.6496
H -0.5852 0.3858 1.4785 -1.6 -2.3 0.3 0.1202
H 0.8662 -1.5640 0.1344 1.7 0.2 1.2 0.2445
```
Forces are in eV/Å.

---

Density functional theory data (the ωB97M-V functional and the def2-TZVPD basis) for a single C6H12N2 molecule in a non-equilibrium geometry.

The calculation puts the calculated total energy at -9394.2559 eV. As for the SMILES: C/C=N\N(C)C1CC1. As for the gap between HOMO and LUMO: 9.7 eV. The HOMO energy comes out at -0.31590 Eh.

```
20
Properties=species:S:1:pos:R:3:forces:R:3:nbo_charge:R:1
H 2.7043 -1.1299 -1.3097 -0.7 0.2 0.3 0.1782
H -1.2605 -1.8166 0.6409 0.1 -0.3 0.4 0.2234
H 1.2411 1.9205 0.0164 -0.5 -0.3 -0.1 0.1992
H 1.7741 -0.2061 1.5050 0.3 0.0 -0.4 0.2409
H -0.1224 2.1069 -1.1232 0.1 -0.1 -0.5 0.1808
H -2.6034 -1.9410 -0.5728 -0.1 -0.2 -0.2 0.2170
C 0.1830 1.6646 -0.1802 0.1 0.4 0.9 -0.4248
C 2.5296 -0.4511 0.7418 -1.1 -0.3 0.9 -0.7020
H 3.0227 -1.3570 1.0119 0.6 -0.7 0.5 0.2255
C -2.4815 -0.0101 0.4365 -0.1 1.6 1.4 -0.4328
C -1.9545 -1.3114 0.0046 -0.2 -0.9 -0.3 -0.4205
N -0.0527 0.2205 -0.1005 -0.1 0.5 -0.9 -0.3296
H -3.4792 0.3140 0.1768 0.0 -0.2 -0.3 0.2200
N 0.8341 -0.3793 -1.0764 0.5 -0.7 0.6 -0.2796
H 3.2760 0.3058 0.6813 0.6 0.8 0.0 0.2306
H -2.1584 0.4383 1.3800 -0.1 -0.5 -0.1 0.2150
C -1.4055 -0.0727 -0.5736 0.7 0.9 -2.0 -0.0667
C 1.9715 -0.7021 -0.5917 -0.2 0.5 -1.6 0.1226
H -1.5879 0.2604 -1.6538 0.1 -0.7 1.5 0.2002
H -0.4303 2.1462 0.5867 0.1 0.0 0.0 0.2026
```
Forces are in eV/Å.

---

Density functional theory data (the ωB97M-V functional and the def2-TZVPD basis) for 2 unconnected molecules or ions with the total composition C6H12N2 in a non-equilibrium geometry.

The calculation puts the calculated total energy at -9394.7435 eV. As for the SMILES: Cc1c[nH]cn1.CC. As for the gap between HOMO and LUMO: 9.3 eV. The HOMO energy comes out at -0.31063 Eh.

```
20
Properties=species:S:1:pos:R:3:forces:R:3:nbo_charge:R:1
H 2.8811 -0.8844 3.2109 4.4 -2.7 2.9 0.1960
C 0.1893 1.8417 -0.8026 -3.9 -0.7 2.9 -0.6144
C 2.6310 0.7267 2.0058 -1.1 -4.5 -1.9 -0.5959
H -2.9626 -1.7092 -0.8707 0.3 1.4 1.1 0.4282
N -2.1340 -1.1215 -0.6682 0.9 -2.2 -3.9 -0.5444
C -0.6802 0.5411 -0.8064 1.3 0.9 -0.1 0.1029
H 1.2064 1.5565 -0.7163 0.8 0.1 0.4 0.2283
H -0.2785 2.4495 0.0750 1.5 -0.6 -1.4 0.2037
H -2.4215 0.7584 0.4359 -0.4 -0.6 0.0 0.2190
H 0.0018 2.3689 -1.7004 -0.1 0.5 -1.0 0.2181
C -1.1184 -1.3682 -1.6333 0.8 -0.8 0.1 0.1519
H 2.3222 1.4954 2.5601 -1.5 3.2 2.0 0.1928
H 1.3500 -0.4228 3.4232 0.0 -0.2 -0.9 0.1925
H 1.7726 -1.2943 1.9291 -0.5 -1.9 -1.5 0.2051
H -1.1662 -2.2367 -2.4041 0.2 1.5 1.9 0.2034
N -0.1617 -0.4340 -1.5886 -2.0 -2.1 -1.5 -0.4706
H 2.1116 0.6674 1.0488 0.4 0.9 -0.2 0.2019
C -1.8791 0.1391 -0.2665 0.5 2.6 1.3 -0.1262
H 3.6865 0.8285 1.8955 0.8 -0.4 -0.3 0.1967
C 2.1184 -0.6619 2.6548 -2.4 5.6 -0.2 -0.5890
```
Forces are in eV/Å.

---

Density functional theory data (the ωB97M-V functional and the def2-TZVPD basis) for 2 unconnected molecules or ions with the total composition C6H12N2 in a non-equilibrium geometry.

The calculation puts the calculated total energy at -9395.9356 eV. As for the SMILES: Cc1c[nH]cn1.CC. As for the gap between HOMO and LUMO: 9.2 eV. The HOMO energy comes out at -0.30505 Eh.

```
20
Properties=species:S:1:pos:R:3:forces:R:3:nbo_charge:R:1
H -0.8294 -2.6853 -2.1534 0.5 0.3 0.0 0.4142
H 0.8271 1.8616 0.6988 0.1 -0.2 -0.4 0.1981
C 1.6986 1.3255 1.0780 -0.2 0.2 -0.2 -0.6068
N -1.4236 -1.5220 0.6852 0.5 0.7 0.4 -0.4579
H 3.4389 1.7560 -0.2085 -0.6 0.4 -0.5 0.2012
C -2.3300 0.8232 0.2539 -1.0 0.4 1.7 -0.6539
H -3.0118 0.6354 1.1063 0.5 -0.2 -0.1 0.2328
N -0.9228 -2.0457 -1.3793 2.3 -1.6 0.1 -0.5261
H -3.0624 1.1327 -0.4823 0.4 0.4 -0.5 0.2223
H 2.5005 0.3245 -0.7741 -0.2 0.2 0.1 0.2032
H -1.6940 1.6481 0.6110 0.0 -0.2 -0.5 0.2215
H 3.4969 0.3717 0.6636 0.2 -0.7 0.1 0.2008
H -0.3790 -3.3469 0.2705 -0.6 -0.1 -0.1 0.2000
H -0.8699 -0.0573 -2.2046 -0.7 -0.3 -0.4 0.2202
C -1.6523 -0.4262 -0.1312 1.1 -0.8 -1.6 0.0946
H 1.3485 0.4238 1.5797 -0.1 0.2 0.2 0.2119
H 2.1443 2.0102 1.7912 0.0 -0.1 0.4 0.2019
C -1.1961 -0.7283 -1.4251 -1.5 1.1 1.7 -0.1225
C 2.7786 0.9376 0.0848 0.9 0.0 0.3 -0.6108
C -0.8620 -2.4383 -0.0649 -1.5 0.4 -0.6 0.1553
```
Forces are in eV/Å.

---

Density functional theory data (the ωB97M-V functional and the def2-TZVPD basis) for a single C6H12N2 molecule in a non-equilibrium geometry.

The calculation puts the calculated total energy at -9389.9886 eV. As for the SMILES: CN1[C@@H]2CNC[C@]21C. As for the gap between HOMO and LUMO: 8.4 eV. The HOMO energy comes out at -0.27261 Eh.

```
20
Properties=species:S:1:pos:R:3:forces:R:3:nbo_charge:R:1
N 1.1937 -0.1678 -0.4375 -1.3 -1.8 -1.6 -0.4278
H 2.7914 0.1702 0.7552 -1.0 -3.1 -0.7 0.2209
C -1.5961 -0.6309 -1.0055 1.6 0.1 0.2 -0.2295
H 3.2335 -1.0605 -0.6269 -2.8 0.4 2.0 0.2092
C -0.8057 0.1018 1.2798 -1.6 3.8 -3.4 -0.2502
H 1.1106 2.4068 -0.0122 -1.2 -0.2 -0.7 0.2254
H -2.0383 -1.5706 -1.2030 -0.5 -1.0 -1.1 0.2016
C -0.0820 -0.9242 -0.7253 1.4 0.8 0.7 -0.0862
H -1.8833 0.1055 -1.7968 0.4 -0.2 0.9 0.1992
H 0.2050 1.9487 -1.5124 0.2 -0.1 0.0 0.2279
H -0.0901 -1.8695 -0.0970 0.0 1.2 -0.2 0.1546
H -2.5861 -1.1066 0.7724 -0.3 -0.5 0.3 0.3655
C 2.3164 -0.8216 0.1931 3.6 0.7 0.1 -0.4235
N -2.0037 -0.4053 0.3762 0.8 2.5 1.3 -0.6637
H -0.7780 2.7418 -0.1907 2.3 -2.5 -0.1 0.2177
H -1.0880 1.1045 1.8244 0.2 -2.4 -0.5 0.2086
H 2.2103 -1.8644 0.8580 -0.2 3.0 -1.4 0.1940
H -0.4235 -0.6895 1.8359 0.7 -1.1 1.4 0.1976
C 0.1452 1.9487 -0.4223 -1.2 3.2 0.5 -0.6365
C 0.1690 0.5828 0.1346 -1.1 -2.8 2.3 0.0952
```
Forces are in eV/Å.

---

Density functional theory data (the ωB97M-V functional and the def2-TZVPD basis) for a single C6H12N2 molecule in a non-equilibrium geometry.

The calculation puts the calculated total energy at -9390.9898 eV. As for the gap between HOMO and LUMO: 8.8 eV. The HOMO energy comes out at -0.28645 Eh.

```
20
Properties=species:S:1:pos:R:3:forces:R:3:nbo_charge:R:1
C -0.1698 -0.7580 -0.5265 3.1 0.9 3.2 0.0748
H -0.1124 -0.9595 -1.5351 -0.4 -0.2 -2.2 0.2014
H -0.9303 -1.8670 1.1347 -0.4 -0.2 1.7 0.2177
N 2.6351 -0.3512 -0.1688 -2.2 0.4 -0.3 -0.0012
H -1.0657 -2.5447 -0.5365 0.9 -0.2 1.8 0.2171
H -1.7132 2.3495 -0.7299 -0.7 1.9 1.1 0.2120
C 3.8272 -0.3223 -0.0846 -0.9 0.2 -0.1 -0.1416
H -1.6562 1.1973 -1.9276 1.4 0.7 0.3 0.1990
H -1.0857 0.3129 2.2300 -0.6 -0.9 -0.7 0.2079
C -1.0663 1.6051 -1.0388 -1.2 -3.3 -2.1 -0.5993
C -0.7971 0.8642 1.3264 -1.8 -0.8 0.5 -0.6200
C -0.3829 -2.0595 0.2680 1.5 -0.7 -4.3 -0.6396
H 0.1992 0.8922 1.4457 3.9 0.7 0.3 0.2164
H -0.0636 1.8599 -1.2514 0.9 0.8 -0.5 0.2319
N 1.4182 -0.1712 -0.4646 1.1 0.3 0.0 -0.4308
H 4.6707 0.3347 0.1686 -0.9 -0.8 0.0 0.2390
H -2.0922 0.0001 -0.0535 0.3 0.0 -0.5 0.2050
H 0.6539 -2.6195 0.3071 -2.5 0.9 0.4 0.2425
C -1.0670 0.4226 -0.1104 -1.0 -1.2 1.6 -0.2420
H -1.2019 1.8146 1.5471 -0.4 1.3 -0.2 0.2098
```
Forces are in eV/Å.

---

Density functional theory data (the ωB97M-V functional and the def2-TZVPD basis) for 2 unconnected molecules or ions with the total composition C6H12N2 in a non-equilibrium geometry.

The calculation puts the calculated total energy at -9386.8199 eV. The charge is +1. Its spin multiplicity is 2. As for the gap between HOMO and LUMO (alpha / beta): 10.0 / 6.0 eV. The HOMO energy (alpha / beta) comes out at -0.52710 / -0.52696 Eh. The expectation value of S² is 0.76.

```
20
Properties=species:S:1:pos:R:3:forces:R:3:nbo_charge:R:1
C 1.4164 -0.2385 2.1208 -4.2 -3.3 -2.5 0.3680
C -0.0008 -2.1218 -0.6172 0.4 -0.4 -1.9 -0.7198
H 0.2005 -3.2149 -0.5784 -0.3 0.5 0.3 0.3018
H -1.6826 1.1449 -1.7541 1.7 -0.1 -0.3 0.1863
H 0.2272 1.0093 -0.0686 0.3 0.2 -0.7 0.1447
H -0.9392 -1.9223 -1.1880 0.2 -0.2 1.2 0.2716
H -0.2619 0.3334 3.2739 -0.4 0.2 -0.7 0.4547
H -0.4059 2.5530 -0.3241 -0.3 0.7 0.0 0.2197
H 2.0711 0.0316 2.8959 1.4 0.5 0.3 0.2438
H -0.3626 0.6022 -2.7003 1.6 -1.9 -1.5 0.2153
C 0.1351 1.7939 -0.8514 1.8 -0.7 1.1 -0.5929
H -1.8812 -0.7277 1.4128 2.6 -0.3 0.0 0.2920
C -0.5735 1.3714 -2.0664 -6.0 3.6 0.6 -0.6202
N 0.0257 0.0462 2.3343 0.1 -2.1 -1.0 -0.5470
C 0.2119 -1.4464 0.6728 4.0 0.0 -1.7 0.2842
C -0.7133 -0.7948 1.4434 -2.3 3.8 3.9 0.1537
H -0.8817 2.3326 -2.6375 1.1 -1.6 0.3 0.2341
H 0.7603 -1.7911 -1.3727 -0.2 0.0 1.0 0.2927
H 1.1358 2.1768 -1.0951 -0.1 -0.1 0.4 0.2223
N 1.5187 -1.1376 1.0998 -1.2 1.2 1.1 -0.4049
```
Forces are in eV/Å.

---

Density functional theory data (the ωB97M-V functional and the def2-TZVPD basis) for a single C6H12N2O molecule in a non-equilibrium geometry.

The calculation puts the calculated total energy at -11441.5229 eV. As for the SMILES: C#CC(N)(N)[C@@H](C)OC. As for the gap between HOMO and LUMO: 10.1 eV. The HOMO energy comes out at -0.33806 Eh.

```
21
Properties=species:S:1:pos:R:3:forces:R:3:nbo_charge:R:1
H 1.6267 -1.6111 -0.8554 -0.1 0.2 0.0 0.1745
H -0.0738 2.3527 0.0321 -0.2 0.1 0.0 0.3648
C 2.5706 0.9106 1.0254 -0.3 0.0 0.0 -0.2077
H -2.2435 0.3342 -1.3986 0.2 0.0 0.3 0.2275
H -2.6412 -0.1837 0.2565 0.1 0.0 0.0 0.2021
H 1.4705 -1.4989 -2.6181 -0.1 0.0 0.0 0.1811
O 0.1157 -0.3411 -1.6019 -0.2 -0.2 1.0 -0.5505
C -2.0390 -0.4176 -0.6261 0.1 0.0 -0.1 -0.6428
N -0.5188 0.0434 2.1159 0.3 -1.2 0.6 -0.8004
C -0.5283 -0.5122 -0.3275 -0.2 0.2 -0.5 0.1018
H -0.3482 -1.5402 0.0194 0.3 0.2 0.1 0.1689
H -1.4218 -0.4082 2.0390 -0.2 0.0 0.0 0.3521
H -1.5619 1.7906 0.3337 -0.2 0.0 0.1 0.3565
C 1.4011 0.6660 0.9087 0.2 0.0 -0.2 -0.0255
H 2.1569 -0.1373 -1.7259 0.1 -0.2 0.2 0.1850
N -0.6227 1.8269 0.7078 0.3 0.9 -1.2 -0.8011
H 3.5912 1.1939 1.1489 -0.1 -0.2 0.0 0.2387
H 0.1278 -0.6627 2.4603 -0.2 0.0 0.1 0.3613
H -2.4040 -1.3709 -1.0245 0.2 0.2 0.1 0.2254
C -0.0650 0.4970 0.8158 -0.3 -0.1 -0.1 0.1386
C 1.4075 -0.9314 -1.6855 0.2 0.2 -0.4 -0.2501
```
Forces are in eV/Å.